The following is a DFT calculation (ωB97M-V with the def2-TZVPD basis set) of C33H47N10O2S2SiSr as an isolated structure.

The value obtained for the energy relative to the best compared isomer or geometry (same formula, charge and spin) is 2.2 kcal/mol. As for the expectation value of S²: 0.781. The calculation puts the gap between HOMO and LUMO (spin up / spin down) at 4.03 / 5.68 eV. The net charge is -2. The LUMO energy (spin up / spin down) comes out at 4.40 / 4.39 eV. As for the total energy: -84366.0562 eV. As for the spin multiplicity: 2.

The geometry in XYZ format:
```
96
Properties=species:S:1:pos:R:3:forces:R:3
Sr 0.69481 -0.46743 0.79646 0.34 0.43 0.16
C -3.81542 1.20329 1.96135 0.04 0.00 -0.02
C -2.31299 1.11404 1.87840 0.03 0.14 0.05
N -1.66297 -0.02163 1.72747 -0.06 -0.22 -0.11
N -2.37378 -1.19238 1.56300 0.02 -0.03 0.09
C -1.58897 -2.23042 1.78482 -0.42 0.09 0.02
O -0.39501 -2.20590 2.23279 0.21 -0.13 0.02
C -2.18263 -3.56311 1.45340 -0.05 -0.16 -0.01
C -3.53712 -3.72157 1.15368 0.07 0.00 0.05
C -4.04638 -4.97107 0.83756 -0.04 0.04 0.01
C -3.21102 -6.08049 0.80303 0.04 -0.10 -0.01
C -1.85921 -5.92791 1.08436 -0.02 -0.08 -0.02
C -1.34767 -4.68202 1.41013 -0.07 0.25 -0.02
C -1.50019 2.27913 1.97628 -0.08 -0.26 -0.08
C -2.03190 3.58384 2.15305 -0.05 0.19 0.01
C -1.20220 4.66751 2.27526 0.03 -0.18 -0.03
C 0.19969 4.46169 2.23410 -0.01 0.01 0.01
C 0.64674 3.16631 2.02823 0.06 0.04 -0.12
N -0.12476 2.09558 1.87394 0.18 0.04 -0.04
H -4.23241 0.19882 1.94037 0.01 0.00 0.00
H -4.23360 1.76821 1.11973 0.00 -0.01 0.00
H -4.14006 1.70752 2.87679 0.01 -0.01 0.01
H -4.16960 -2.84413 1.16661 0.01 0.01 0.00
H -5.10062 -5.08209 0.60746 0.00 0.01 0.00
H -3.61092 -7.05535 0.54496 0.01 0.00 0.01
H -1.19321 -6.78232 1.03503 -0.02 -0.01 0.00
H -0.29110 -4.52824 1.58973 0.01 -0.01 0.01
H -3.10731 3.71737 2.18351 0.00 0.00 0.01
H -1.61821 5.66097 2.39820 0.00 0.02 0.01
H 0.90866 5.27216 2.33202 -0.02 0.02 0.00
H 1.71707 2.97602 1.96266 -0.03 0.01 0.00
O -0.03804 -1.98737 -0.95005 -0.14 0.08 -0.09
N 0.76897 -2.53176 -1.82050 0.01 -0.01 -0.21
C 0.43358 -2.42252 -3.12607 0.13 -0.12 0.02
C 1.18507 -2.98567 -4.12573 -0.08 0.07 0.06
C 2.33865 -3.68467 -3.76400 0.09 -0.05 0.15
C 2.67998 -3.77710 -2.43593 -0.07 0.03 -0.32
C 1.90827 -3.18978 -1.40973 0.06 0.01 -0.07
S 2.34750 -3.25805 0.22005 0.00 0.04 0.30
H -0.47174 -1.85470 -3.27484 -0.01 -0.01 -0.04
H 0.88374 -2.86094 -5.15568 -0.01 0.00 0.00
H 2.97157 -4.13559 -4.51885 -0.01 0.01 0.00
H 3.57587 -4.29195 -2.12182 0.01 0.00 0.01
C 0.02687 0.60506 5.02265 0.01 0.06 0.05
N 0.71054 -0.66854 5.03215 -0.01 -0.19 -0.12
C -0.01118 -1.93133 5.16576 0.00 0.09 0.01
C 1.04367 -2.98571 4.79485 0.08 0.07 0.20
N 2.25696 -2.18552 4.62398 0.01 0.11 -0.03
C 1.98340 -0.84401 4.65998 -0.16 -0.13 0.08
S 3.09174 0.35540 4.31906 0.05 0.09 -0.15
H -1.04209 0.42029 4.92696 0.00 -0.02 0.00
H 0.34251 1.19446 4.16275 0.01 0.02 0.02
H 0.22757 1.16576 5.93996 -0.03 0.02 -0.02
H -0.84486 -1.94528 4.46541 -0.03 -0.03 0.02
H -0.37278 -2.05805 6.19099 -0.01 0.04 0.01
H 0.76363 -3.49756 3.88190 -0.03 -0.03 -0.21
H 1.18704 -3.70739 5.60360 -0.03 -0.02 -0.07
H 2.96254 -2.45027 3.95566 0.00 -0.08 0.05
C -2.37398 1.63669 -1.76329 0.02 0.02 0.03
N -3.17004 2.62186 -2.52130 -0.03 -0.02 0.01
C -2.77649 3.95869 -2.06099 -0.01 0.00 -0.01
N -1.35052 4.22317 -2.25110 0.03 0.05 0.00
C -0.60416 3.20272 -1.49241 0.09 -0.07 -0.03
N -0.94127 1.84849 -1.94126 0.00 -0.03 0.07
C -0.62085 1.74294 -3.35915 -0.02 -0.05 0.02
N -1.36991 2.72127 -4.17150 -0.01 0.00 -0.02
C -2.80005 2.50295 -3.93121 0.02 0.00 0.00
C -1.03530 4.05876 -3.66786 -0.02 -0.03 0.02
H -2.63417 0.63084 -2.10091 0.00 0.00 0.00
H -2.61256 1.71807 -0.70237 0.00 0.01 0.03
H -3.00746 4.04780 -0.99691 0.00 0.00 -0.01
H -3.35392 4.70482 -2.61733 0.00 0.00 0.01
H -0.83984 3.30355 -0.43484 -0.02 -0.01 0.07
H 0.46811 3.35638 -1.62979 0.00 -0.01 0.01
H -0.86722 0.73650 -3.70826 0.00 0.01 0.00
H 0.45009 1.90595 -3.49514 0.00 0.00 0.02
H -3.06556 1.50191 -4.28072 0.00 -0.01 0.00
H -3.36762 3.23832 -4.51065 -0.01 0.00 0.00
H -1.59510 4.80054 -4.24719 0.00 0.00 0.00
H 0.03337 4.22974 -3.81427 0.01 0.00 0.01
C 5.14808 2.15827 -1.79411 -0.09 -0.11 0.00
Si 3.97031 0.64402 -1.80431 -0.11 -0.02 0.04
C 3.75559 0.13894 -3.63525 0.02 0.03 0.11
C 5.06274 -0.74199 -1.07620 -0.08 0.12 -0.02
C 2.37845 0.94292 -0.98762 0.12 -0.03 0.01
H 6.09306 1.94141 -2.30492 -0.01 -0.01 0.03
H 5.38018 2.43961 -0.76152 0.00 0.00 -0.02
H 4.68801 3.02537 -2.27624 -0.03 -0.02 0.00
H 4.70264 -0.16686 -4.09332 0.00 -0.01 0.01
H 3.33969 0.96166 -4.22562 0.00 0.00 0.02
H 3.06264 -0.70610 -3.70542 0.01 0.01 0.00
H 6.07433 -0.71856 -1.49934 -0.01 -0.01 0.00
H 4.63277 -1.73106 -1.25832 -0.04 0.04 0.00
H 5.13900 -0.63630 0.01045 0.02 0.03 -0.03
H 1.51591 0.83979 -1.65694 0.03 -0.01 -0.08
H 2.30441 1.91326 -0.47982 0.04 -0.01 0.02
```
Positions in Å, forces in eV/Å.


The following is a DFT calculation (ωB97M-V with the def2-TZVPD basis set) of C33H48AsIN7O5SeSi3Ti as an isolated structure in a non-equilibrium geometry.

The value obtained for the energy relative to the best compared isomer or geometry (same formula, charge and spin) is 34.1 kcal/mol. The calculation puts the gap between HOMO and LUMO at 5.52 eV. The net charge is +1. The LUMO energy comes out at -4.28 eV. As for the total energy: -236701.7548 eV. As for the spin multiplicity: 1.

The geometry in XYZ format:
```
100
Properties=species:S:1:pos:R:3:forces:R:3
Ti -0.81720 -1.83190 1.64767 1.29 -0.71 0.22
O -3.98899 2.30313 4.72945 -0.09 -0.07 0.08
C -3.34206 1.40415 3.98847 0.17 0.01 -0.14
C -2.85206 1.68812 2.70560 -0.23 0.19 0.07
C -2.13019 0.71194 2.07190 0.22 -0.32 -0.01
N -1.93421 -0.47407 2.63415 -0.74 0.61 0.29
C -2.45966 -0.79282 3.82117 0.16 -0.15 -0.36
C -3.15081 0.13204 4.55261 -0.09 0.03 0.28
C -2.22842 -2.28085 4.08608 -0.16 0.44 0.23
O -2.51324 -2.81519 5.11698 -0.03 -0.13 -0.01
O -1.72929 -2.83158 2.99602 -0.54 -0.16 0.47
C -1.40422 0.78566 0.73891 -0.16 0.39 0.16
O -1.48539 1.76110 0.04128 -0.20 -0.07 0.07
O -0.70323 -0.30331 0.52564 -0.42 0.39 -0.29
H -4.07952 3.14757 4.27284 0.00 0.04 -0.05
H -3.01009 2.64891 2.22966 0.04 -0.02 -0.01
H -3.54199 -0.10426 5.53378 -0.03 -0.01 -0.06
C 2.11880 0.20838 1.90193 -0.14 0.06 -0.01
N 0.94192 0.14094 2.78254 0.17 -0.06 0.09
C 0.53638 1.51035 3.09519 -0.08 -0.10 0.00
C 1.28380 -0.55892 4.01710 0.14 0.02 -0.06
C 1.53867 -2.00754 3.73587 -0.01 0.07 -0.06
C 2.51797 -2.68354 4.46068 0.02 -0.09 -0.02
C 2.68711 -4.04828 4.31634 0.01 -0.03 0.03
C 1.83861 -4.74791 3.46805 0.08 0.04 -0.01
C 0.89660 -4.05996 2.72288 -0.09 0.02 0.05
C 0.74977 -2.67094 2.79446 0.42 -0.21 0.19
H 2.85800 0.92132 2.28802 0.00 0.00 0.03
H 1.80945 0.53359 0.90589 0.01 0.03 0.00
H 2.59120 -0.76916 1.84744 0.01 -0.02 -0.02
H 1.37256 2.07458 3.52639 0.01 0.02 -0.02
H -0.27339 1.50721 3.82620 0.00 -0.01 -0.04
H 0.21043 2.02219 2.18826 0.07 0.06 0.03
H 0.44086 -0.47762 4.71122 -0.04 0.10 -0.01
H 2.14929 -0.09395 4.50911 0.01 0.00 0.03
H 3.15186 -2.12948 5.14399 -0.04 0.00 0.01
H 3.45638 -4.56859 4.87381 -0.05 0.03 0.00
H 1.91173 -5.82558 3.38954 0.00 0.02 -0.02
H 0.21868 -4.64767 2.11746 0.01 -0.05 -0.09
Se -2.33601 -2.59545 -3.34559 0.33 0.09 -0.25
N -3.95063 -3.08481 -2.89552 -0.34 -0.07 0.05
C -4.01396 -3.02185 -1.57877 0.33 0.10 0.16
C -5.15805 -3.33505 -0.80456 -0.08 0.02 0.06
C -5.04345 -3.20323 0.53971 -0.36 -0.08 -0.09
C -3.82726 -2.78078 1.12567 0.27 0.06 0.06
N -2.71756 -2.49798 0.48136 0.05 -0.27 -0.48
C -2.79372 -2.60380 -0.90397 -0.28 0.01 -0.15
N -1.78123 -2.33459 -1.69980 0.08 0.04 0.21
H -6.07216 -3.65479 -1.28783 0.04 -0.01 0.01
H -5.87819 -3.43016 1.18837 0.05 0.05 0.05
H -3.78581 -2.69040 2.19975 -0.01 -0.08 0.01
C 2.83990 2.43339 -4.72154 -0.02 -0.06 0.04
Si 2.69980 1.21222 -3.29475 0.12 0.10 -0.09
C 2.73541 -0.54919 -3.97438 -0.15 -0.05 0.07
C 4.24990 1.32685 -2.23279 -0.04 0.15 0.03
As 0.81045 1.53646 -1.88154 0.36 0.02 -0.09
Si -0.96496 1.70206 -3.42213 -0.16 -0.01 -0.49
C -2.57555 1.06692 -2.67459 0.07 -0.07 0.24
C -1.33454 3.40170 -4.13373 0.12 0.10 0.15
C -0.56059 0.60580 -4.90636 -0.02 -0.12 0.15
Si 1.13183 3.79015 -1.20596 0.31 0.20 0.07
C -0.34314 4.49894 -0.28210 -0.20 -0.17 -0.08
C 1.59394 4.96283 -2.60391 -0.06 -0.08 -0.06
C 2.55954 3.79955 0.02798 -0.04 -0.09 0.03
H 3.46143 2.01657 -5.51980 -0.02 0.03 0.05
H 3.29939 3.36643 -4.38864 -0.05 -0.03 -0.03
H 1.86179 2.67337 -5.14438 0.06 0.01 -0.02
H 3.27779 -0.56571 -4.92465 -0.02 0.02 0.06
H 1.74951 -0.97945 -4.14765 0.06 -0.01 -0.02
H 3.26897 -1.20738 -3.28192 -0.04 0.04 0.01
H 5.12171 1.01054 -2.81475 -0.07 0.00 0.00
H 4.18101 0.67461 -1.35689 0.00 0.03 -0.03
H 4.43898 2.34486 -1.88553 0.04 -0.06 -0.03
H -3.08259 1.85861 -2.11779 0.03 -0.04 -0.02
H -2.38931 0.24666 -1.97590 -0.02 0.04 -0.06
H -3.25116 0.71312 -3.45989 0.05 0.07 -0.03
H -1.46323 4.16297 -3.35857 -0.01 -0.03 -0.07
H -2.26132 3.35546 -4.71467 0.04 -0.04 0.04
H -0.54012 3.73537 -4.80640 -0.04 -0.01 0.05
H -0.10164 -0.33234 -4.59053 -0.05 -0.03 -0.06
H 0.13303 1.09454 -5.59426 0.00 -0.03 0.04
H -1.46964 0.35985 -5.46439 0.02 0.09 0.02
H -1.28511 4.35036 -0.81661 0.04 0.05 0.05
H -0.20259 5.57149 -0.11705 0.07 -0.06 -0.06
H -0.44474 4.01401 0.69205 -0.02 0.03 -0.06
H 1.09816 4.71194 -3.54243 0.05 0.05 0.04
H 2.67339 4.94671 -2.77514 -0.05 -0.02 -0.01
H 1.31504 5.98743 -2.33893 0.03 -0.05 0.02
H 2.21880 3.49573 1.02332 0.03 -0.01 -0.06
H 2.97732 4.80778 0.11301 -0.06 -0.04 0.00
H 3.36775 3.12923 -0.26836 -0.03 0.04 0.05
I 4.31237 -3.71789 -1.14607 -0.17 0.08 -0.08
C 2.29808 -3.58054 -0.72162 0.24 0.02 0.02
C 1.36499 -4.59058 -0.78135 0.02 0.02 -0.04
N 0.22401 -4.08683 -0.28706 0.12 0.01 -0.05
N 0.36142 -2.80543 0.08918 -0.01 -0.27 -0.30
C 1.62001 -2.48226 -0.18628 -0.09 0.06 -0.25
H 1.44362 -5.59796 -1.15594 -0.06 0.01 0.07
H -0.66933 -4.53833 -0.22549 -0.13 -0.07 0.02
H 1.97213 -1.47575 -0.03623 0.00 -0.06 0.09
```
Positions in Å, forces in eV/Å.


The following is a DFT calculation (ωB97M-V with the def2-TZVPD basis set) of C33H48N9OS2Sc as an isolated structure in a non-equilibrium geometry.

The value obtained for the energy relative to the best compared isomer or geometry (same formula, charge and spin) is 29.2 kcal/mol. The calculation puts the gap between HOMO and LUMO at 7.22 eV. The LUMO energy comes out at 0.14 eV. As for the total energy: -92832.1209 eV. As for the spin multiplicity: 1.

The geometry in XYZ format:
```
94
Properties=species:S:1:pos:R:3:forces:R:3
Sc -1.01279 -0.32426 -0.19033 1.08 0.11 -0.09
C 1.36465 -4.30967 -3.94165 0.03 -0.02 -0.01
S 0.39804 -3.63726 -2.59199 -0.08 -0.04 -0.01
C 1.46752 -2.41935 -1.88736 -0.02 0.07 0.00
S 3.06212 -2.23624 -2.39006 -0.11 -0.03 0.06
N 0.74844 -1.69700 -1.02881 0.07 0.22 0.46
N 1.32495 -0.72017 -0.24616 -0.29 -0.05 -0.47
C 2.46794 -0.88498 0.28512 0.18 0.13 0.10
C 3.10703 0.15964 1.10253 -0.06 -0.06 -0.04
C 4.18547 -0.21116 1.90236 0.03 0.00 0.05
C 4.80914 0.74824 2.67987 0.01 0.01 0.02
C 4.34338 2.05114 2.62377 -0.02 0.00 -0.01
C 3.27394 2.32940 1.78042 -0.01 -0.05 -0.02
N 2.66166 1.41844 1.03324 0.04 0.06 0.02
H 0.75110 -5.10991 -4.35621 0.02 0.00 -0.02
H 1.55307 -3.55590 -4.70249 0.00 0.00 0.00
H 2.30972 -4.70555 -3.57937 0.00 -0.02 -0.03
H 3.00450 -1.82031 0.16996 0.04 0.03 -0.03
H 4.52373 -1.23965 1.90261 -0.01 0.01 0.00
H 5.64801 0.48510 3.31140 0.00 0.00 0.00
H 4.80377 2.84075 3.20174 -0.01 0.01 0.00
H 2.89895 3.34447 1.69441 -0.01 0.00 0.00
C 0.17739 0.23238 -3.51380 0.00 0.04 0.04
N -0.53186 0.70341 -2.32077 -0.09 -0.17 0.22
C -0.89096 1.93434 -2.33291 -0.02 0.07 -0.02
C -1.66640 2.48372 -1.27257 0.00 -0.05 -0.10
C -2.17117 3.76339 -1.09882 -0.05 0.10 0.07
C -2.90102 3.72509 0.10069 0.03 -0.03 -0.03
C -2.79501 2.42285 0.57880 0.04 0.05 -0.03
N -2.04755 1.65419 -0.24746 -0.06 -0.05 0.05
C -0.77337 -0.33542 -4.53952 -0.01 -0.01 0.00
C -0.65904 0.01095 -5.87852 -0.02 -0.03 -0.07
C -1.52820 -0.52103 -6.82523 0.00 0.00 0.03
C -2.52549 -1.40141 -6.43520 0.01 0.00 0.03
C -2.64892 -1.74872 -5.09389 0.00 0.03 -0.03
C -1.77931 -1.21730 -4.15752 0.02 0.02 0.03
H 0.90753 -0.51622 -3.21797 0.02 -0.01 -0.02
H 0.73252 1.06003 -3.96553 0.01 0.01 0.01
H -0.62086 2.58634 -3.16715 0.01 -0.01 -0.01
H -2.02991 4.60216 -1.76353 0.00 -0.01 0.01
H -3.45098 4.53095 0.56118 0.01 0.00 -0.01
H -3.22477 2.01049 1.47596 0.00 -0.01 0.00
H 0.11635 0.70353 -6.18763 -0.01 -0.01 0.00
H -1.42754 -0.24090 -7.86623 0.00 0.00 0.00
H -3.20650 -1.81242 -7.16955 0.00 0.00 0.00
H -3.42459 -2.43648 -4.77859 0.00 0.00 0.00
H -1.86635 -1.48780 -3.11365 -0.01 -0.01 0.00
C -3.74554 -3.23174 0.82093 -0.05 -0.05 0.02
C -3.23727 -2.59017 -0.46960 0.10 0.10 0.16
C -2.93950 -3.69151 -1.47874 0.00 -0.08 0.00
C -4.28664 -1.62708 -1.01935 -0.04 0.04 0.00
O -2.05302 -1.86781 -0.18666 -0.64 -0.23 -0.34
H -4.54527 -3.94328 0.60272 0.00 0.00 0.02
H -4.13867 -2.47344 1.49648 0.02 -0.01 -0.01
H -2.92966 -3.76599 1.31366 -0.02 0.00 -0.01
H -3.85767 -4.22511 -1.73830 0.01 0.00 0.01
H -2.22420 -4.40394 -1.06408 0.00 0.02 -0.01
H -2.50619 -3.28267 -2.38881 -0.01 0.00 -0.01
H -5.24421 -2.13320 -1.16382 0.00 0.00 -0.02
H -3.96964 -1.21372 -1.98022 0.02 -0.01 0.02
H -4.42823 -0.79907 -0.32130 0.00 -0.01 -0.01
C -0.60269 -2.44080 3.03868 -0.01 0.00 0.02
C 0.41492 -1.39063 3.46137 0.03 -0.01 0.02
N -0.12240 -0.10053 3.89923 -0.06 -0.02 0.05
C -0.20655 0.10590 5.33810 0.01 -0.01 -0.04
C -1.12750 -0.89098 6.02990 -0.02 0.00 -0.03
C -0.17083 0.92160 3.00378 0.04 -0.23 0.11
C -0.26914 2.33521 3.51469 -0.01 -0.01 -0.02
N -0.11877 0.66499 1.74563 -0.11 0.19 -0.24
H -0.08270 -3.37970 2.83654 -0.01 0.00 -0.01
H -1.14092 -2.15468 2.13656 0.02 0.00 0.01
H -1.33670 -2.62376 3.82632 0.02 0.00 -0.01
H 1.09699 -1.19230 2.63290 -0.03 -0.01 0.02
H 1.01342 -1.77319 4.29349 0.01 -0.01 0.01
H -0.57424 1.10893 5.53090 -0.01 0.02 -0.01
H 0.79776 0.04011 5.77520 0.00 0.00 0.02
H -2.11893 -0.87174 5.57208 0.03 0.03 0.02
H -1.22420 -0.63531 7.08598 0.01 0.00 0.00
H -0.74468 -1.90996 5.96817 0.00 0.01 -0.01
H 0.46654 2.54940 4.28967 0.01 0.00 -0.01
H -1.26549 2.52073 3.92255 0.01 -0.02 0.01
H -0.12676 3.02433 2.68573 -0.01 0.00 -0.01
H 0.00397 1.54018 1.24068 0.00 0.00 0.02
C -4.41671 -2.14083 4.43653 -0.01 0.05 -0.02
N -4.31680 -0.77825 3.93439 0.06 0.01 -0.06
C -5.05393 0.27329 4.61700 0.01 -0.04 -0.02
C -3.52571 -0.48435 2.91572 -0.04 0.04 0.11
N -2.84232 -0.22682 2.01997 -0.15 -0.04 0.07
H -5.45421 -2.47796 4.40127 -0.01 -0.01 0.00
H -4.06206 -2.19208 5.46906 -0.01 -0.02 0.00
H -3.81329 -2.80096 3.81918 0.00 0.00 0.00
H -6.11948 0.03747 4.62512 -0.01 0.00 0.01
H -4.90960 1.21601 4.09563 0.00 0.00 0.00
H -4.70827 0.37936 5.64854 0.00 0.00 0.01
```
Positions in Å, forces in eV/Å.